Entry 1:
Computed, not measured: a cluster of 4 separate species, C20H30BrCl2N2O6P in total in a non-equilibrium geometry, with ωB97M-V with the def2-TZVPD basis set.

Maximum force, Eh/bohr: 0.030
2S+1: 1
Net charge: 0
HOMO, eV: -9.5
Structure (SMILES): CC[C@H](Br)[C@@](Cl)(C#N)[C@](C#N)(OC(=O)c1ccccc1)P(O)Cl.CCO.CCO.CCO
Electronic energy, eV: -140866.867

Atoms and positions in Å:
C 0.138 -0.746 -4.194
C 0.924 -0.878 -2.901
C 0.195 -1.575 -1.706
Br -1.647 -2.071 -2.040
C 0.337 -0.814 -0.387
Cl 0.031 -2.021 0.941
C 1.718 -0.426 -0.169
N 2.803 -0.159 0.037
C -0.619 0.420 -0.183
C -0.964 1.090 -1.425
N -1.282 1.596 -2.400
O 0.172 1.323 0.622
C -0.217 2.651 0.587
O -1.271 3.015 1.023
C 0.762 3.598 0.006
C 0.241 4.640 -0.756
C 1.088 5.593 -1.305
C 2.453 5.492 -1.067
C 2.976 4.446 -0.320
C 2.131 3.487 0.223
P -2.263 -0.108 0.763
O -3.243 1.052 0.149
Cl -1.913 0.549 2.689
H -0.681 -0.046 -4.104
H 0.815 -0.323 -4.936
H -0.181 -1.707 -4.581
H 1.177 0.127 -2.565
H 1.851 -1.410 -3.082
H 0.712 -2.516 -1.560
H -0.821 4.717 -0.922
H 0.681 6.391 -1.902
H 3.112 6.245 -1.472
H 4.038 4.391 -0.142
H 2.521 2.675 0.818
H -3.745 1.479 0.857
C 0.742 -0.491 6.017
C 0.808 -2.007 6.014
O -0.438 -2.583 5.632
H -0.037 -0.145 6.696
H 1.695 -0.055 6.322
H 0.495 -0.120 5.019
H 1.035 -2.385 7.009
H 1.590 -2.353 5.330
H -0.649 -2.267 4.747
C 4.263 -4.063 1.089
C 2.790 -4.199 0.753
O 2.575 -4.310 -0.656
H 4.687 -3.192 0.588
H 4.411 -3.955 2.165
H 4.820 -4.940 0.750
H 2.239 -3.317 1.066
H 2.358 -5.071 1.256
H 3.040 -5.093 -0.965
C -4.717 -0.015 -3.217
C -6.068 0.094 -2.539
O -5.994 -0.359 -1.190
H -4.366 -1.048 -3.193
H -4.761 0.316 -4.256
H -3.977 0.592 -2.691
H -6.809 -0.526 -3.041
H -6.421 1.130 -2.558
H -5.339 0.184 -0.740

=====

Entry 2:
Computed, not measured: the ion C46H40N3O2 with charge +1 in a non-equilibrium geometry, with ωB97M-V with the def2-TZVPD basis set.

Maximum force, Eh/bohr: 0.078
2S+1: 1
Net charge: +1
HOMO, eV: -9.9
ΔE to the lowest compared entry with this formula, charge and spin, eV: 2.112
Electronic energy, eV: -56908.099

Atoms and positions in Å:
C -6.805 1.796 -3.224
C -7.203 1.695 -1.890
C -6.635 0.721 -1.062
C -5.666 -0.156 -1.572
N -5.073 -1.154 -0.745
C -5.613 -2.454 -0.746
C -5.411 -3.313 -1.828
C -6.011 -4.583 -1.846
C -6.858 -4.973 -0.806
C -7.110 -4.095 0.256
C -6.485 -2.849 0.293
C -3.853 -0.851 -0.098
C -3.749 0.400 0.519
C -2.561 0.759 1.107
C -1.399 0.072 0.893
C -0.118 0.765 1.491
C 1.203 0.224 0.794
C 2.363 0.269 1.561
C 3.565 -0.160 1.032
C 3.599 -0.874 -0.177
N 4.863 -1.282 -0.698
C 5.088 -2.577 -1.231
C 4.976 -2.811 -2.606
C 5.248 -4.080 -3.137
C 5.687 -5.106 -2.297
C 5.864 -4.865 -0.930
C 5.553 -3.613 -0.394
C 5.825 -0.271 -0.987
C 7.049 -0.264 -0.309
C 7.989 0.735 -0.581
C 7.739 1.671 -1.589
C 6.555 1.612 -2.328
C 5.575 0.674 -1.991
C 2.410 -1.086 -0.881
C 1.234 -0.471 -0.422
C -1.485 -1.229 0.328
C -2.727 -1.695 -0.142
C -5.293 -0.067 -2.919
C -5.865 0.905 -3.748
H -7.235 2.564 -3.860
H -7.950 2.372 -1.472
H -6.915 0.628 -0.007
H -4.769 -2.983 -2.651
H -5.812 -5.257 -2.687
H -7.326 -5.954 -0.820
H -7.790 -4.373 1.062
H -6.660 -2.140 1.110
H -4.588 1.089 0.571
H -2.526 1.596 1.767
H -0.128 0.557 2.585
H 2.314 0.579 2.602
H 4.483 0.008 1.585
H 4.662 -1.988 -3.256
H 5.116 -4.250 -4.210
H 5.903 -6.089 -2.708
H 6.241 -5.648 -0.271
H 5.677 -3.400 0.673
H 7.217 -1.028 0.455
H 8.913 0.764 0.005
H 8.484 2.432 -1.816
H 6.376 2.292 -3.159
H 4.610 0.645 -2.507
H 2.439 -1.700 -1.790
H 0.368 -0.624 -1.052
H -0.667 -1.935 0.225
H -2.855 -2.696 -0.560
H -4.539 -0.766 -3.298
H -5.561 0.957 -4.795
C 4.424 3.636 1.295
C 3.417 3.271 2.343
O 2.153 3.068 1.636
C 1.232 2.599 2.486
C -0.036 2.198 1.767
N -1.229 2.966 2.669
C -1.277 2.940 4.030
C -2.428 3.311 4.727
C -3.540 3.789 4.027
C -3.413 4.017 2.651
C -2.205 3.708 2.028
O 1.421 2.642 3.693
H 5.425 3.598 1.732
H 4.431 2.947 0.437
H 4.265 4.665 0.932
H 3.708 2.343 2.842
H 3.298 4.078 3.084
H -0.101 2.710 0.823
H -0.379 2.705 4.581
H -2.421 3.254 5.816
H -4.481 4.012 4.523
H -4.216 4.471 2.067
H -1.995 3.999 0.999

=====

Entry 3:
Computed, not measured: a structure of composition C4H7N2 in a non-equilibrium geometry, with ωB97M-V with the def2-TZVPD basis set.

Maximum force, Eh/bohr: 0.072
2S+1: 1
Net charge: +1
HOMO, eV: -14.7
ΔE to the lowest compared entry with this formula, charge and spin, eV: 4.910
Electronic energy, eV: -7230.828

Atoms and positions in Å:
C 2.619 0.294 -0.955
C 2.284 0.353 0.187
C -1.200 -0.823 -0.307
C -0.515 0.535 0.910
N -0.353 0.350 -0.393
N -1.409 -0.384 1.131
H 2.923 0.179 -1.986
H 2.076 0.487 1.162
H -2.145 -0.762 -0.791
H -0.752 -1.777 -0.363
H 0.028 1.246 1.441
H 0.323 0.678 -1.016
H -1.827 -0.708 1.914

=====

Entry 4:
Computed, not measured: the ion C4H10N2OP with charge -1 in a non-equilibrium geometry, with ωB97M-V with the def2-TZVPD basis set.

Maximum force, Eh/bohr: 0.058
2S+1: 1
Net charge: -1
HOMO, eV: -2.5
Structure (SMILES): CP([O-])N1CCCN1
ΔE to the lowest compared entry with this formula, charge and spin, eV: 0.592
Electronic energy, eV: -18626.178

Atoms and positions in Å:
C -0.898 -1.050 -2.427
P -1.235 0.186 -1.073
O -0.931 1.537 -1.735
N 0.327 -0.348 -0.295
C 1.120 0.748 0.032
C 0.771 1.002 1.542
C -0.100 -0.144 1.955
N 0.162 -1.107 0.924
H 0.171 -0.803 -2.641
H -1.635 -0.722 -3.248
H -0.900 -2.135 -2.080
H 0.869 1.665 -0.577
H 2.192 0.375 -0.191
H 0.324 1.952 1.745
H 1.597 1.012 2.322
H 0.127 -0.551 3.008
H -1.257 0.015 1.905
H -0.704 -1.632 0.832

=====

Entry 5:
Computed, not measured: a cluster of 2 separate species, C2H10NS2 in total in a non-equilibrium geometry, with ωB97M-V with the def2-TZVPD basis set.

Maximum force, Eh/bohr: 0.039
2S+1: 2
Net charge: +2
HOMO (alpha / beta), eV: -19.2 / -20.4
ΔE to the lowest compared entry with this formula, charge and spin, eV: 1.175
Expectation value of S²: 0.7549
Electronic energy, eV: -25377.573

Atoms and positions in Å:
C 2.347 -0.614 0.404
N 1.308 0.425 0.676
H 3.084 -0.237 -0.306
H 2.941 -0.846 1.282
H 1.937 -1.490 -0.089
H 0.890 0.270 1.599
H 0.489 0.187 0.081
H 1.632 1.389 0.610
C -2.729 0.426 0.140
S -1.638 0.892 -1.198
S -1.239 -0.922 -2.030
H -3.585 1.095 0.013
H -2.311 0.560 1.139
H -3.112 -0.596 0.137
H -0.015 -0.540 -2.459

=====

Entry 6:
Computed, not measured: a structure of composition C13H10O7S2Ti, with ωB97M-V with the def2-TZVPD basis set.

Maximum force, Eh/bohr: 0.019
2S+1: 3
Net charge: -2
HOMO (alpha / beta), eV: -0.7 / -2.0
ΔE to the lowest compared entry with this formula, charge and spin, eV: 0.705
Expectation value of S²: 2.0055
Electronic energy, eV: -72765.197

Atoms and positions in Å:
Ti -0.345 0.880 -0.119
C -0.955 -1.279 -0.981
C -1.010 -0.366 -2.059
C -2.032 0.569 -1.778
C -2.605 0.237 -0.527
C -1.941 -0.913 -0.038
H -0.308 -2.138 -0.892
H -0.416 -0.425 -2.958
H -2.323 1.397 -2.407
H -3.426 0.746 -0.047
H -2.180 -1.468 0.856
O 5.529 -5.833 5.068
C 5.064 -4.566 5.311
O 5.607 -3.931 6.183
C 3.942 -4.102 4.486
C 3.278 -4.896 3.538
C 2.214 -4.413 2.814
C 1.713 -3.101 3.000
S 0.327 -2.533 2.166
C 2.422 -2.297 3.928
C 3.491 -2.785 4.645
H 5.033 -6.204 4.328
H 3.574 -5.926 3.344
H 1.720 -5.044 2.086
H 2.098 -1.274 4.066
H 4.005 -2.153 5.357
O -0.575 2.657 1.056
S -0.025 3.548 -0.049
O -1.120 4.082 -0.852
O 0.741 2.501 -0.880
O 0.869 4.558 0.480
O 2.231 -0.009 1.618
C 1.194 -0.163 1.171